Record 1
Density functional theory data (wB97M-V/def2-TZVPD) for a cluster of 2 separate species, CH2F2O2S in total.

Its total charge is 0. The calculation puts the gap between HOMO and LUMO (spin up / spin down) at 5.57 / 9.58 eV. As for the highest occupied orbital energy (spin up / spin down): -0.342 / -0.402 hartree. The LUMO energy (spin up / spin down) comes out at -3.7 / -1.4 eV.

Geometry (Å):
C  -1.60  -1.00  -0.07
O  3.15  -1.35  0.73
O  -0.38  -0.63  -0.25
F  -2.14  -1.83  -1.02
F  -1.85  -1.66  1.12
S  2.48  -0.92  -0.46
H  -2.28  -0.10  -0.04
H  2.34  0.47  -0.29

---

Record 2
Density functional theory data (wB97M-V/def2-TZVPD) for a cluster of 7 separate species, C5H24NO7 in total.

Its total charge is -1. The calculation puts the gap between HOMO and LUMO at 9.26 eV. As for the highest occupied orbital energy: -0.223 hartree. The LUMO energy comes out at 3.2 eV.

Geometry (Å):
C  2.49  0.15  -1.73
C  1.93  -1.03  -0.81
N  0.66  -0.63  -0.19
C  0.47  0.38  2.18
C  0.66  0.59  0.65
C  -0.48  1.53  0.18
O  -1.59  1.45  1.05
H  3.46  0.38  -1.51
H  1.98  1.11  -1.51
H  2.24  -0.03  -2.75
H  2.74  -1.30  0.03
H  1.83  -2.00  -1.41
H  -0.02  -0.50  -0.92
H  0.67  1.23  2.78
H  -0.58  0.34  2.37
H  1.01  -0.41  2.47
H  1.55  1.24  0.53
H  -0.22  2.57  0.09
H  -0.96  1.29  -0.84
H  -2.59  0.17  -1.78
H  -1.58  -0.69  -2.74
O  -1.89  0.24  -2.62
H  -0.98  -3.59  1.96
H  0.46  -2.94  1.43
O  0.05  -3.53  1.99
H  -2.29  0.83  0.73
H  -3.97  0.49  -0.55
O  -3.18  0.06  -0.51
H  -2.84  -1.56  0.25
H  -1.36  -1.99  0.53
O  -2.20  -2.24  0.76
H  2.82  0.50  2.02
H  2.81  0.18  3.55
O  3.35  0.34  2.82
H  -1.50  2.55  -2.12
H  -1.56  1.99  -3.39
O  -1.37  2.85  -2.97

---

Record 3
Density functional theory data (wB97M-V/def2-TZVPD) for a cluster of 2 separate species, C7H17O3 in total.

Its total charge is 0. The calculation puts the gap between HOMO and LUMO (spin up / spin down) at 9.31 / 7.02 eV. As for the expectation value of S²: 0.759. As for the highest occupied orbital energy (spin up / spin down): -0.306 / -0.307 hartree. As for the spin multiplicity: 2. The LUMO energy (spin up / spin down) comes out at 1.0 / -1.3 eV.

Geometry (Å):
C  2.31  -0.29  0.29
O  1.47  -0.66  1.35
H  2.34  0.80  0.15
H  3.32  -0.65  0.52
H  1.97  -0.75  -0.66
C  0.24  0.01  1.42
H  0.17  0.75  0.59
H  -0.39  -0.65  2.03
O  -0.83  -1.17  -0.10
C  -2.09  -0.81  -0.49
C  -2.80  -2.03  -1.14
O  -2.62  -2.11  -2.52
C  -1.39  -2.66  -2.93
H  -2.09  0.02  -1.22
H  -2.71  -0.55  0.39
H  -2.46  -2.95  -0.64
H  -3.88  -1.90  -0.96
H  -1.17  -3.59  -2.39
H  -0.56  -1.95  -2.75
H  -1.46  -2.86  -4.00
C  0.37  1.34  2.75
C  0.83  0.87  4.11
H  1.02  2.11  2.31
H  -0.66  1.72  2.75
H  1.87  0.52  4.07
H  0.21  0.03  4.46
H  0.76  1.68  4.85

---

Record 4
Density functional theory data (wB97M-V/def2-TZVPD) for a structure of composition C12H15N2O.

Its total charge is +1. The calculation puts the gap between HOMO and LUMO (spin up / spin down) at 7.58 / 7.57 eV. As for the highest occupied orbital energy (spin up / spin down): -0.468 / -0.468 hartree. The LUMO energy (spin up / spin down) comes out at -5.2 / -5.2 eV.

Geometry (Å):
C  1.36  3.47  0.21
C  0.60  3.21  -0.95
C  1.23  2.65  1.36
C  -0.23  2.12  -0.98
C  0.43  1.60  1.37
C  -0.27  1.24  0.15
C  -1.38  -1.07  -1.86
C  2.29  -0.97  1.42
C  1.20  -1.51  0.94
C  -2.75  -2.35  -0.70
C  -1.41  -2.23  0.10
C  0.76  -1.24  -0.45
N  -2.50  -1.65  -1.93
N  -0.65  -1.22  -0.56
O  -1.16  0.23  0.23
H  1.95  4.36  0.28
H  0.80  3.76  -1.77
H  1.89  2.95  2.20
H  -0.78  1.79  -1.93
H  0.10  1.13  2.27
H  -0.94  -0.46  -2.73
H  2.61  -1.22  2.40
H  3.10  -0.31  1.07
H  0.56  -2.08  1.64
H  -3.24  -3.27  -0.81
H  -3.48  -1.79  -0.19
H  -1.68  -1.91  1.12
H  -0.79  -3.16  -0.03
H  1.19  -1.79  -1.28
H  1.19  -0.28  -0.61

---

In order of appearance, max |F| = 2.8 5.7 5.6 4.3 eV Å⁻¹.
In order of appearance, energy above the lowest of the compared OMol25 structures with the same formula, charge and spin = 38.7 75.4 39.8 116.7 kcal per mole.
In order of appearance, E_tot = -787.56246 -786.31730 -502.42683 -650.58428 Ha.